(1)
{
  "formula": "C28H44As3IN4O4SeTl",
  "method": "ωB97M-V with the def2-TZVPD basis set",
  "elements": ["Tl", "O", "C", "O", "C", "C", "N", "N", "C", "C", "O", "O", "H", "H", "H", "C", "As", "C", "C", "C", "C", "C", "As", "C", "C", "C", "As", "C", "C", "H", "H", "H", "H", "H", "H", "H", "H", "H", "H", "H", "H", "H", "H", "H", "H", "H", "H", "H", "H", "H", "H", "H", "H", "H", "H", "H", "I", "C", "C", "N", "N", "C", "H", "H", "H", "C", "C", "C", "C", "C", "C", "Se", "C", "C", "C", "H", "H", "H", "H", "H", "H", "H", "H", "H", "H", "H"],
  "coordinates": [[0.83986, -0.30454, 0.10808], [-0.16929, 5.07041, 2.77347], [0.47603, 4.25284, 3.57357], [0.48003, 4.36169, 4.77398], [1.22309, 3.11622, 2.94529], [2.16363, 2.37182, 3.62477], [2.50549, 1.34747, 2.82822], [1.84051, 1.37459, 1.66851], [1.05322, 2.43985, 1.71612], [0.13423, 2.75393, 0.55379], [-0.25127, 3.91293, 0.42598], [-0.18889, 1.77427, -0.20033], [-0.13028, 4.78473, 1.82248], [2.57240, 2.52002, 4.61061], [3.21502, 0.65212, 2.98847], [-1.67706, -0.30763, -3.36445], [-1.27949, -1.21636, -1.68269], [-0.91806, -3.01706, -2.37181], [-3.13893, -1.43716, -1.06484], [-3.38795, -1.68538, 0.42145], [-2.55449, -2.88966, 0.88862], [-3.06058, -0.43449, 1.25427], [-1.29518, -0.19926, 2.10614], [-1.37401, -1.28495, 3.73602], [-1.77600, 1.49323, 2.95232], [-4.87313, -2.05135, 0.62137], [-6.44555, -0.97720, -0.00266], [-6.32429, -1.25199, -1.95254], [-5.80198, 0.88355, 0.03222], [-2.60204, -0.71298, -3.77349], [-0.87322, -0.45785, -4.08258], [-1.79105, 0.76018, -3.18421], [-1.73300, -3.33011, -3.02304], [-0.82866, -3.72607, -1.54892], [0.01164, -3.00617, -2.93999], [-3.53547, -2.27480, -1.64415], [-3.65739, -0.53246, -1.38293], [-1.48247, -2.67863, 0.79979], [-2.78900, -3.77201, 0.29018], [-2.77452, -3.12569, 1.93104], [-3.75834, -0.35205, 2.09048], [-3.17044, 0.46992, 0.65191], [-2.36065, -1.18416, 4.18714], [-0.63585, -0.88207, 4.43037], [-1.15553, -2.33466, 3.55466], [-2.77818, 1.37561, 3.36513], [-1.79294, 2.31070, 2.23424], [-1.09543, 1.74175, 3.76384], [-5.04513, -2.18675, 1.69302], [-5.05337, -3.03257, 0.16940], [-6.15226, -2.30509, -2.17551], [-5.55317, -0.64892, -2.43044], [-7.28557, -0.97772, -2.38570], [-5.60748, 1.20305, 1.05525], [-6.60700, 1.50507, -0.35956], [-4.91534, 1.05561, -0.57801], [3.97969, -3.67779, 4.37962], [2.76630, -3.45394, 2.70827], [2.82041, -4.15212, 1.52317], [1.85741, -3.63753, 0.73670], [1.17928, -2.65166, 1.33752], [1.72719, -2.52934, 2.54030], [3.46564, -4.95528, 1.21029], [1.62529, -3.91092, -0.20319], [1.35571, -1.79456, 3.23758], [5.71424, 3.82847, -3.77893], [5.03397, 2.65346, -3.13891], [5.71884, 1.81935, -2.26444], [5.11696, 0.71751, -1.67401], [5.91945, -0.16650, -0.75891], [3.77623, 0.44806, -1.98966], [2.99457, -1.13336, -1.25046], [3.05875, 1.26446, -2.88013], [1.62425, 1.00019, -3.23005], [3.70789, 2.35874, -3.43227], [6.64217, 4.07681, -3.26722], [5.06546, 4.70412, -3.77768], [5.95546, 3.60274, -4.81984], [6.75951, 2.02500, -2.04115], [6.86657, 0.30342, -0.50107], [6.13886, -1.12018, -1.24362], [5.36967, -0.38049, 0.15777], [0.96023, 1.28052, -2.40626], [1.47063, -0.05859, -3.44956], [1.32856, 1.58672, -4.09876], [3.16561, 2.99886, -4.11947]],
  "atomic_forces_ev_per_a": [[0.09, 0.21, -0.47], [-0.16, 0.23, -0.01], [0.21, -0.17, 0.13], [0.03, 0.07, -0.07], [-0.12, -0.09, -0.12], [-0.12, 0.12, 0.02], [0.05, 0.01, 0.12], [-0.11, -0.12, -0.24], [0.11, 0.22, 0.07], [0.14, 0.10, 0.09], [-0.05, -0.17, 0.03], [0.30, -0.40, -0.08], [0.03, -0.08, 0.00], [0.04, -0.02, -0.02], [0.03, -0.03, -0.04], [0.17, 0.13, 0.09], [-0.24, -0.30, -0.23], [0.13, 0.17, 0.15], [0.16, 0.09, 0.05], [0.13, -0.17, 0.02], [-0.12, 0.19, -0.03], [0.18, -0.03, -0.04], [-0.25, -0.02, 0.09], [0.11, -0.03, -0.16], [0.14, 0.11, -0.06], [-0.12, 0.09, -0.01], [0.19, -0.04, -0.05], [-0.05, 0.04, 0.00], [0.00, -0.01, 0.00], [-0.01, -0.04, 0.05], [0.03, -0.02, 0.07], [-0.02, -0.01, 0.02], [-0.02, 0.04, 0.00], [-0.02, 0.02, 0.01], [0.01, 0.02, 0.01], [0.00, 0.05, -0.07], [0.02, -0.04, -0.03], [0.03, -0.11, 0.05], [0.03, -0.01, 0.00], [0.04, -0.03, 0.00], [0.03, 0.03, 0.03], [-0.03, 0.01, 0.09], [-0.03, 0.01, -0.05], [-0.01, 0.00, 0.01], [-0.01, 0.02, -0.06], [0.00, -0.07, -0.01], [-0.01, -0.02, -0.03], [0.07, -0.04, -0.02], [-0.01, -0.02, -0.01], [-0.03, 0.01, -0.01], [0.00, -0.01, 0.04], [0.00, -0.02, 0.03], [0.00, 0.00, 0.02], [-0.01, -0.01, 0.00], [-0.02, -0.03, 0.00], [-0.02, -0.01, 0.00], [-0.23, 0.03, -0.31], [0.25, -0.01, 0.34], [0.03, 0.05, 0.10], [0.12, -0.12, 0.09], [-0.19, 0.09, -0.10], [0.05, -0.08, -0.04], [-0.04, 0.00, -0.06], [-0.01, 0.02, -0.03], [0.03, 0.00, 0.00], [-0.02, -0.02, -0.06], [0.03, -0.04, 0.04], [0.02, 0.04, -0.05], [-0.13, -0.07, 0.04], [-0.02, 0.06, -0.03], [-0.11, 0.16, 0.00], [-0.80, 0.10, 0.49], [0.11, -0.07, 0.11], [0.02, -0.02, -0.03], [-0.01, 0.03, -0.02], [-0.01, 0.02, 0.00], [0.02, 0.02, 0.01], [0.01, 0.02, 0.00], [-0.01, 0.02, 0.02], [0.00, 0.02, -0.02], [0.00, -0.03, 0.07], [0.05, -0.04, 0.02], [-0.04, 0.00, 0.01], [-0.02, 0.02, 0.00], [-0.01, 0.00, 0.01], [-0.02, 0.00, 0.01]],
  "e_homo_ev": -10.8,
  "e_tot_ev": -304550.9927,
  "total_charge": 1,
  "de_lowest_kcal_mol": 8.4
}


(2)
{
  "formula": "C28H44BIMnN7S3",
  "method": "ωB97M-V with the def2-TZVPD basis set",
  "elements": ["Mn", "C", "C", "C", "C", "N", "N", "B", "N", "N", "C", "C", "C", "C", "C", "S", "C", "C", "C", "C", "N", "N", "C", "C", "C", "C", "C", "S", "C", "C", "C", "C", "C", "S", "C", "C", "C", "C", "H", "H", "H", "H", "H", "H", "H", "H", "H", "H", "H", "H", "H", "H", "H", "H", "H", "H", "H", "H", "H", "H", "H", "H", "H", "H", "H", "H", "H", "H", "H", "H", "H", "H", "H", "H", "H", "H", "H", "I", "C", "H", "H", "N", "H", "H", "H"],
  "coordinates": [[-2.78813, -2.10409, 0.58647], [-0.26813, -2.73749, -4.20393], [0.35507, -2.34729, -2.91493], [1.69357, -2.09429, -2.76243], [2.21647, -1.76569, -1.48213], [1.41387, -1.54209, -0.48183], [0.10197, -1.71619, -0.62073], [-0.76583, -1.30489, 0.49827], [-2.43923, 0.57061, -0.66693], [-1.71593, 1.57831, -1.11393], [-2.23003, 2.43951, -1.95563], [-3.58443, 2.31931, -2.35463], [-4.32333, 1.23541, -1.95213], [-5.73533, 1.02771, -2.34553], [-3.69173, 0.29801, -1.08703], [-4.51013, -1.07969, -0.50963], [-1.37663, 3.60861, -2.37623], [-1.70363, 4.05511, -3.80483], [-1.72143, 4.73351, -1.38203], [0.10947, 3.25491, -2.28913], [-0.04463, -1.19579, 1.83957], [0.81847, -0.21999, 1.99327], [1.33157, 0.01211, 3.17817], [0.99007, -0.81139, 4.27607], [0.04977, -1.80859, 4.13787], [-0.43453, -2.64009, 5.26497], [-0.49373, -1.96339, 2.83877], [-1.76303, -3.03249, 2.40937], [2.26537, 1.18651, 3.31057], [2.19317, 2.06151, 2.05777], [1.89967, 2.03841, 4.53187], [3.68777, 0.63461, 3.49567], [-0.44543, -2.24839, -1.74393], [-2.03343, -2.82619, -1.65193], [3.70257, -1.68899, -1.24233], [4.23427, -3.13099, -1.32853], [3.99417, -1.11849, 0.14537], [4.36887, -0.80949, -2.30813], [0.45717, -2.69369, -5.01003], [-1.10433, -2.07869, -4.43533], [-0.67263, -3.74759, -4.13983], [2.35907, -2.17329, -3.60403], [-4.03723, 3.08271, -2.96603], [-6.08053, 1.83861, -2.97743], [-6.36993, 0.97331, -1.46153], [-5.84413, 0.08131, -2.87503], [-2.68113, 4.52221, -3.88003], [-1.65833, 3.21841, -4.49893], [-0.96973, 4.79311, -4.11613], [-2.79803, 4.87981, -1.32293], [-1.27043, 5.66531, -1.71133], [-1.34823, 4.49181, -0.38943], [0.34197, 2.44691, -2.97883], [0.38297, 2.94111, -1.28583], [0.70677, 4.12061, -2.56193], [1.43677, -0.63199, 5.24037], [0.11097, -2.42379, 6.17927], [-0.33453, -3.69799, 5.02587], [-1.49473, -2.44969, 5.43627], [1.19777, 2.48441, 1.94647], [2.42327, 1.48751, 1.16627], [2.90817, 2.87421, 2.14427], [0.85827, 2.35091, 4.50077], [2.52097, 2.92891, 4.52817], [2.07577, 1.51871, 5.46827], [3.97637, 0.01861, 2.64897], [3.76417, 0.04601, 4.40647], [4.38417, 1.46391, 3.56997], [3.84237, -3.72919, -0.50833], [5.31797, -3.12109, -1.25843], [3.95827, -3.60349, -2.26873], [3.45447, -1.67729, 0.90537], [3.69057, -0.07619, 0.19097], [5.05947, -1.18279, 0.34907], [4.36847, -1.28199, -3.28603], [5.40307, -0.63829, -2.02533], [3.86967, 0.15491, -2.38103], [-2.13673, 1.52161, 3.76707], [-1.86843, -0.10419, 0.48607], [-2.73893, -0.44579, 1.16947], [-1.36943, 0.70001, 1.04977], [-4.18153, -3.70939, 0.89837], [-4.67973, -3.61729, 1.78777], [-3.69643, -4.61099, 0.92817], [-4.89143, -3.77859, 0.16327]],
  "atomic_forces_ev_per_a": [[-0.35, -1.52, -0.78], [-0.09, -0.10, -0.12], [0.69, 0.26, 0.16], [-0.77, -0.15, 0.11], [-0.41, 0.11, 0.03], [0.82, 0.24, 0.56], [-0.20, -0.54, -1.35], [-0.02, 0.39, 0.26], [-1.26, -0.24, -0.56], [0.86, 0.51, 0.09], [-0.28, -0.37, 0.03], [-0.06, -0.58, 0.29], [0.55, 0.37, -0.05], [-0.23, -0.08, -0.05], [0.28, 0.27, 0.11], [-0.34, -0.09, 0.27], [0.21, 0.20, 0.11], [-0.01, -0.12, 0.16], [0.11, -0.08, -0.16], [-0.20, 0.00, 0.07], [-0.30, -0.62, 0.97], [0.35, 0.93, -0.21], [-0.24, -0.20, -0.08], [-0.43, -0.42, -0.24], [0.41, 0.47, -0.24], [-0.10, -0.18, 0.10], [0.32, 0.28, -0.25], [-0.27, -0.36, 0.10], [0.28, 0.19, -0.06], [0.12, -0.17, 0.14], [0.01, -0.18, -0.15], [-0.17, 0.09, -0.09], [-0.14, -0.01, 0.49], [-0.07, 0.26, 0.19], [0.20, -0.06, 0.16], [-0.04, 0.22, 0.04], [-0.08, -0.13, -0.25], [-0.15, -0.11, 0.14], [0.02, -0.03, -0.07], [-0.04, 0.03, -0.04], [0.00, -0.06, -0.05], [0.11, -0.05, -0.19], [-0.03, 0.04, -0.13], [-0.06, 0.02, -0.08], [-0.08, 0.00, 0.04], [-0.06, -0.02, -0.07], [-0.14, 0.06, -0.03], [0.02, -0.06, -0.12], [0.04, 0.07, -0.05], [-0.12, 0.11, 0.02], [0.07, 0.11, 0.00], [0.01, 0.00, 0.12], [0.10, -0.11, -0.09], [0.07, -0.01, 0.07], [0.04, 0.08, -0.02], [0.05, 0.04, 0.15], [0.02, -0.01, 0.01], [0.01, -0.09, 0.06], [-0.06, 0.00, 0.03], [-0.15, 0.10, -0.08], [0.01, 0.00, -0.13], [0.06, 0.11, 0.04], [-0.19, 0.12, 0.00], [0.04, 0.12, 0.06], [0.01, -0.07, 0.16], [0.08, -0.09, -0.07], [0.06, -0.11, 0.10], [0.13, 0.10, 0.04], [-0.03, -0.10, 0.05], [0.14, -0.03, 0.00], [0.02, -0.08, -0.10], [0.01, 0.01, 0.14], [-0.04, 0.13, 0.10], [0.12, 0.01, 0.00], [0.01, -0.02, -0.15], [0.13, 0.02, -0.02], [0.00, 0.13, -0.03], [0.02, 0.06, 0.18], [0.02, -0.26, 0.25], [0.46, 1.66, -0.13], [-0.14, -0.48, 0.05], [0.08, -0.10, 0.05], [0.09, -0.03, -0.23], [-0.16, 0.21, -0.02], [0.21, 0.01, 0.22]],
  "e_homo_ev": [-13.9, -13.9],
  "e_tot_ev": -112772.1444,
  "total_charge": 2,
  "multiplicity": 5,
  "de_lowest_kcal_mol": 47.7,
  "s_squared": 6.101
}


(3)
{
  "formula": "C28H44BeBrNOP2",
  "method": "ωB97M-V with the def2-TZVPD basis set",
  "elements": ["C", "C", "C", "C", "N", "C", "C", "C", "C", "C", "C", "C", "C", "C", "Be", "P", "H", "H", "H", "H", "H", "H", "H", "H", "C", "C", "H", "H", "H", "H", "H", "C", "C", "H", "H", "H", "H", "H", "C", "C", "H", "H", "H", "H", "H", "Br", "P", "C", "C", "H", "H", "H", "H", "H", "C", "C", "H", "H", "H", "H", "H", "C", "C", "H", "H", "H", "H", "H", "C", "C", "C", "O", "H", "H", "H", "H", "H", "H"],
  "coordinates": [[-0.61403, -1.95116, -4.81686], [-0.52392, -0.56442, -4.52192], [-0.86906, 0.28577, -5.59153], [-1.20389, -0.25739, -6.84870], [-1.22613, -1.56168, -7.10603], [-0.96978, -2.40288, -6.10096], [0.04953, -0.09692, -3.26511], [0.71799, -0.54559, -2.24346], [1.63303, -1.13480, -1.31949], [1.23041, -1.31394, 0.02140], [2.12515, -1.57726, 1.04911], [3.50047, -1.68373, 0.75766], [3.95575, -1.41707, -0.54996], [3.03995, -1.20302, -1.57936], [0.57086, 1.15504, -2.17492], [-1.90781, -0.15751, 1.14560], [-0.84395, 1.36453, -5.48607], [-0.34705, -2.69886, -4.07496], [-1.47243, 0.39355, -7.68478], [-1.05424, -3.47443, -6.32770], [3.38567, -1.01654, -2.59598], [0.15441, -1.27617, 0.22351], [5.02663, -1.31197, -0.72113], [1.75095, -1.67742, 2.06590], [-1.42931, 0.39102, 2.83026], [-2.43528, 1.23381, 3.61747], [-0.49165, 0.95829, 2.70793], [-1.16946, -0.53659, 3.37125], [-2.06303, 1.37066, 4.64451], [-2.56960, 2.23783, 3.18400], [-3.41983, 0.74923, 3.69140], [-3.17973, 1.02227, 0.53379], [-3.61854, 0.67474, -0.88464], [-2.74861, 2.03020, 0.57213], [-4.02664, 0.99152, 1.22603], [-4.22768, 1.48820, -1.29284], [-2.76555, 0.52489, -1.55828], [-4.22076, -0.24257, -0.90591], [-2.92036, -1.65379, 1.52525], [-4.23215, -1.45743, 2.27975], [-2.24116, -2.31421, 2.09228], [-3.10949, -2.12821, 0.54749], [-4.79383, -2.39953, 2.25739], [-4.07158, -1.19826, 3.33318], [-4.87984, -0.70049, 1.82378], [4.66404, -2.17818, 2.06522], [1.51664, 2.97034, -1.12041], [0.02486, 2.36534, -0.18812], [-0.26727, 3.34772, 0.96260], [0.23173, 1.35380, 0.20947], [-0.83170, 2.32690, -0.89469], [-1.16175, 3.04714, 1.52081], [0.55855, 3.37174, 1.67950], [-0.40762, 4.37035, 0.58513], [2.80129, 2.87402, 0.22651], [4.03218, 3.73433, -0.07651], [3.07385, 1.80944, 0.30679], [2.37394, 3.17923, 1.19316], [4.84168, 3.45516, 0.60667], [4.40961, 3.60132, -1.09540], [3.82619, 4.80185, 0.06422], [2.57954, 2.08611, -2.38292], [2.12431, 2.42792, -3.79126], [2.55858, 0.99595, -2.19335], [3.59167, 2.41612, -2.18030], [1.11203, 1.98301, -3.94902], [2.07631, 3.51848, -3.95260], [2.82986, 1.96694, -4.50939], [1.33901, -4.18320, 4.52936], [0.02578, -3.45980, 4.34855], [-0.85033, -3.29629, 5.57050], [-0.33751, -2.98857, 3.26881], [1.16321, -5.19618, 4.90120], [1.95874, -3.67195, 5.27301], [1.85980, -4.24651, 3.56968], [-0.67752, -2.29183, 5.98752], [-1.89910, -3.37640, 5.27040], [-0.63503, -4.03201, 6.34438]],
  "atomic_forces_ev_per_a": [[0.28, -0.10, 0.26], [-0.70, -0.45, -2.06], [0.10, -0.07, 0.10], [0.09, 0.12, 0.48], [-0.15, -0.02, 0.36], [0.09, 0.59, 0.45], [2.00, -1.59, 2.93], [-0.98, -3.26, -2.48], [0.01, 1.47, -0.09], [-0.57, -0.51, 1.02], [-0.26, 0.07, -0.55], [-1.26, 0.35, -0.46], [-0.52, 0.21, -1.07], [0.88, 0.34, 0.22], [0.52, 2.55, 0.66], [-0.20, -0.61, -0.18], [-0.05, -0.04, 0.03], [-0.13, 0.15, 0.03], [0.18, -0.09, 0.34], [0.17, 0.51, 0.22], [0.09, -0.07, 0.26], [0.33, 0.21, 0.18], [-0.27, -0.41, -0.17], [0.06, -0.24, -0.22], [0.13, 0.30, 0.09], [-0.03, 0.05, 0.43], [-0.13, -0.13, 0.22], [-0.07, 0.31, -0.20], [-0.17, 0.06, -0.28], [-0.03, -0.36, 0.10], [0.36, 0.26, -0.08], [0.20, 0.02, 0.34], [-0.30, 0.11, -0.06], [-0.21, -0.10, -0.01], [0.06, 0.30, -0.20], [0.02, -0.21, -0.02], [-0.01, -0.02, 0.07], [0.16, 0.20, -0.02], [0.19, -0.07, -0.27], [-0.22, -0.32, 0.09], [-0.27, 0.14, -0.31], [0.02, 0.00, 0.34], [0.07, 0.20, 0.10], [-0.04, -0.05, -0.28], [0.11, -0.14, 0.12], [0.51, -0.04, 0.45], [1.47, 4.21, 1.13], [-0.25, -2.46, -0.71], [0.25, 0.69, -0.09], [-0.64, 0.29, 0.16], [-0.12, -0.09, 0.49], [0.17, -0.09, -0.39], [-0.25, -0.08, -0.19], [-0.02, -0.30, 0.06], [0.06, -0.42, 0.15], [0.03, 0.11, 0.15], [0.06, 0.18, 0.16], [0.11, -0.15, -0.51], [-0.13, 0.09, -0.14], [0.05, 0.11, 0.21], [-0.02, -0.27, -0.07], [-1.73, -1.96, -0.48], [0.32, -0.19, -0.41], [0.85, 0.31, -0.50], [-0.10, 0.16, 0.41], [0.39, 0.49, -0.51], [-0.11, -0.54, 0.09], [-0.59, 0.23, 0.12], [-0.09, 0.06, -0.44], [-0.51, 0.44, -0.56], [-0.04, 0.03, -0.13], [0.76, -0.46, 0.98], [-0.05, 0.10, 0.02], [-0.10, -0.02, -0.05], [-0.01, 0.04, 0.19], [-0.06, -0.26, -0.09], [0.16, 0.11, 0.07], [0.04, 0.06, -0.02]],
  "e_homo_ev": -13.0,
  "e_tot_ev": -122288.7265,
  "total_charge": 2,
  "de_lowest_kcal_mol": 68.7
}